Below is a single C4H4OS molecule in a non-equilibrium geometry, with properties calculated with wB97M-V/def2-TZVPD.

Its multiplicity is 1. Its strongest force on any atom is 4.6 eV/A. The calculation puts the frontier orbital gap at 7.718 eV. Its HOMO energy is -9.08 eV. As for the SMILES: OCC#CC=S.

Positions of all 10 atoms, in Å:
O (-2.2378, -1.0256, -0.3114)
C (-1.5128, 0.0026, 0.4701)
C (-0.1387, 0.1908, 0.2239)
C (1.0111, 0.4539, -0.0473)
C (2.3671, 0.4659, -0.2986)
S (3.3055, -0.8073, 0.1710)
H (-1.8468, -0.9937, -1.2024)
H (-1.6693, -0.4750, 1.4986)
H (-2.1237, 0.9934, 0.4390)
H (2.8453, 1.1950, -0.9429)

Below is a single C4H4OS molecule in a non-equilibrium geometry, with properties calculated with wB97M-V/def2-TZVPD.

Its multiplicity is 1. Its strongest force on any atom is 7.6 eV/A. The calculation puts the frontier orbital gap at 8.465 eV. Its HOMO energy is -8.34 eV. As for the SMILES: S=C1C=CCO1.

Positions of all 10 atoms, in Å:
S (2.8447, -0.1830, -0.0603)
C (1.2060, -0.1868, -0.0815)
C (0.4052, 1.0267, 0.0087)
C (-0.7874, 0.6544, -0.1935)
C (-0.8670, -0.8914, -0.0499)
O (0.5459, -1.2078, -0.0743)
H (1.0276, 2.0714, 0.0680)
H (-1.6079, 1.3028, 0.0705)
H (-1.2308, -1.2366, 1.0223)
H (-1.5362, -1.3498, -0.7101)

Below is a molecular structure, C4H4OS in a non-equilibrium geometry, with properties calculated with wB97M-V/def2-TZVPD.

Its multiplicity is 1. Its strongest force on any atom is 6.3 eV/A. The calculation puts the frontier orbital gap at 9.316 eV. Its HOMO energy is -8.59 eV.

Positions of all 10 atoms, in Å:
C (-0.7921, 0.6775, -0.1858)
C (-1.6288, -0.2908, 0.3780)
C (1.6787, 0.0492, 0.3017)
C (0.1557, -0.2728, -0.7938)
O (2.8011, -0.0453, -0.0262)
S (-0.5894, -1.6773, 0.1088)
H (-0.6637, 1.7551, -0.0211)
H (-2.6074, -0.2133, 0.7404)
H (1.2640, 0.4400, 1.2909)
H (0.3819, -0.4223, -1.7929)

Below is a single C4H4OS molecule in a non-equilibrium geometry, with properties calculated with wB97M-V/def2-TZVPD.

Its multiplicity is 1. Its strongest force on any atom is 1.5 eV/A. The calculation puts the frontier orbital gap at 8.480 eV. Its HOMO energy is -9.06 eV. As for the SMILES: C#C[C@@H](O)C=S.

Positions of all 10 atoms, in Å:
C (-1.7187, -1.3945, -0.0538)
C (-0.8823, -0.5587, -0.3334)
C (0.1720, 0.4672, -0.4770)
O (-0.2579, 1.7541, -0.1109)
C (1.4022, 0.0455, 0.3386)
S (2.8510, -0.4394, -0.2043)
H (-2.4768, -2.1386, 0.2157)
H (0.4483, 0.5421, -1.5391)
H (-0.7116, 1.6688, 0.7215)
H (1.1738, 0.0536, 1.4428)

Below is a molecular structure, C4H4OSm in a non-equilibrium geometry, with properties calculated with wB97M-V/def2-TZVPD.

Its multiplicity is 7. The expectation value of S² is 12.01. Its strongest force on any atom is 1.3 eV/A. The calculation puts the frontier orbital gap (spin up / spin down) at 5.800 / 5.971 eV. Its HOMO energy (spin up / spin down) is -6.06 / -6.34 eV.

Positions of all 10 atoms, in Å:
C (1.9359, -0.8282, 0.0193)
C (2.7977, 0.2211, -0.0672)
O (2.3544, 1.4927, 0.0410)
Sm (0.2311, 0.8438, 0.4222)
H (2.3711, -1.8265, -0.1008)
H (3.8913, 0.1324, -0.2238)
C (-3.6218, 0.2061, -0.1248)
C (-2.4089, 0.4632, -0.0176)
H (-4.6635, -0.0191, -0.3245)
H (-2.8874, -0.6857, 0.3763)

Below is a single C4H4P2 molecule in a non-equilibrium geometry, with properties calculated with wB97M-V/def2-TZVPD.

Its multiplicity is 1. Its strongest force on any atom is 4.6 eV/A. The calculation puts the frontier orbital gap at 9.129 eV. Its HOMO energy is -9.19 eV. As for the SMILES: P#CP1[C@@H]2C[C@@H]21.

Positions of all 10 atoms, in Å:
P (-3.1190, -0.1700, -1.3583)
C (-1.5657, -0.0381, -1.1709)
P (-0.1271, 0.9398, -1.2634)
C (1.1619, -0.0908, -0.3469)
C (0.3421, -0.7212, 0.7022)
C (0.3618, 0.7891, 0.5339)
H (2.1402, -0.1420, -0.4853)
H (-0.6831, -1.2675, 0.5312)
H (0.8861, -0.8869, 1.6504)
H (0.6028, 1.5876, 1.2072)

What is the formula in the first record?
C4H4OS

What is the strongest force on any atom in the fourth record?
1.5 eV/A

Among the records above, which one has the highest strongest force on any atom?
number 2

What is the strongest force on any atom in the fourth record?
1.5 eV/A